Entry from the OMol25 dataset: C19H38N4ORuSeSi as an isolated structure (ωB97M-V with the def2-TZVPD basis set).

Properties
Relative energy (zero: lowest compared OMol25 entry of this formula, charge and spin)   0.000 eV
F_max   0.6 eV/A
⟨S²⟩   8.766
Multiplicity   6
Charge   +1
HOMO level (alpha / beta)   -10.20 / -10.44 eV

```
65
C19H38N4ORuSeSi ωB97M-V with the def2-TZVPD basis set
Ru -0.450 -0.519 -0.127
C -3.431 -1.402 -1.410
C -2.559 -2.622 -1.711
N -1.122 -2.279 -1.735
C -0.634 -1.949 -3.087
C 0.664 -1.189 -2.972
N 0.392 0.078 -2.290
C -0.019 1.194 -3.163
C -1.200 1.991 -2.635
C -0.945 2.617 -1.264
N -1.306 1.720 -0.147
C -2.730 1.758 0.195
C -2.990 0.762 1.300
N -2.676 -0.615 0.873
C -3.752 -1.252 0.073
H -2.904 -0.508 -1.761
H -4.365 -1.461 -1.969
H -2.709 -3.386 -0.947
H -2.848 -3.065 -2.667
H -0.583 -3.061 -1.377
H -0.511 -2.845 -3.700
H -1.389 -1.319 -3.565
H 1.368 -1.757 -2.359
H 1.121 -1.049 -3.955
H 1.200 0.366 -1.750
H 0.829 1.874 -3.283
H -0.257 0.799 -4.153
H -1.401 2.788 -3.353
H -2.098 1.365 -2.603
H 0.112 2.864 -1.158
H -1.511 3.548 -1.170
H -0.760 2.003 0.664
H -3.044 2.753 0.527
H -3.316 1.520 -0.696
H -2.343 1.003 2.148
H -4.023 0.845 1.647
H -2.527 -1.172 1.706
H -3.933 -2.243 0.492
H -4.676 -0.683 0.198
Se 0.734 -2.373 1.111
C 1.113 -1.622 2.816
C 0.446 -0.505 3.311
C 0.755 -0.001 4.565
C 1.735 -0.614 5.335
C 2.395 -1.733 4.851
C 2.083 -2.241 3.598
H -0.316 -0.018 2.714
H 0.235 0.871 4.941
H 1.981 -0.219 6.312
H 3.157 -2.216 5.449
H 2.600 -3.115 3.221
C 3.003 2.886 0.155
Si 2.757 1.042 0.249
C 3.595 0.297 -1.258
C 3.683 0.393 1.725
O 1.154 0.694 0.288
H 4.068 3.135 0.187
H 2.514 3.391 0.994
H 2.595 3.301 -0.773
H 4.672 0.469 -1.181
H 3.271 0.730 -2.212
H 3.446 -0.787 -1.306
H 4.704 0.785 1.730
H 3.744 -0.699 1.697
H 3.200 0.678 2.664
```